# CH3BrClN

2 unconnected molecules or ions with the total composition CH3BrClN at a distorted geometry (ωB97M-V/def2-TZVPD, the OMol25 dataset).

## Properties
**Energy relative to the best compared isomer or geometry (same formula, charge and spin)**: 82.0 kJ/mol
**E_tot**: -3128.83203 a.u.
**Gap between HOMO and LUMO**: 11.14 eV
**Max |F|**: 1.97 eV/Å
**SMILES**: [H]/N=C\Cl.Br

Geometry (Å):
H1 1.417 -0.112 -1.314
N1 0.424 -0.397 -1.096
C1 0.051 -0.922 -0.028
Cl1 0.888 -1.154 1.422
H2 -0.879 -1.430 -0.118
Br1 -1.032 2.100 1.302
H3 -0.868 1.916 -0.168

=====

# H30O15

15 unconnected molecules or ions with the total composition H30O15 at a distorted geometry (ωB97M-V/def2-TZVPD, the OMol25 dataset).

## Properties
**Energy relative to the best compared isomer or geometry (same formula, charge and spin)**: 174.3 kJ/mol
**E_tot**: -1146.57368 a.u.
**Gap between HOMO and LUMO**: 8.88 eV
**Max |F|**: 1.22 eV/Å

Geometry (Å):
O1 0.260 2.056 -4.659
H1 0.186 2.699 -3.954
H2 0.524 2.568 -5.424
O2 0.520 3.907 -2.551
H3 1.387 4.084 -2.918
H4 0.286 4.712 -2.089
O3 2.211 -0.203 2.878
H5 2.450 -0.049 3.792
H6 1.924 0.652 2.558
O4 -1.812 3.517 -0.384
H7 -1.916 4.217 0.260
H8 -0.918 3.621 -0.709
O5 -5.216 0.062 -1.245
H9 -5.206 -0.763 -0.759
H10 -4.297 0.326 -1.287
O6 -4.309 0.121 2.784
H11 -3.746 0.452 3.484
H12 -4.325 0.825 2.136
O7 4.025 -3.474 2.052
H13 4.659 -2.879 1.653
H14 4.559 -4.107 2.533
O8 -2.616 0.924 -0.930
H15 -1.939 0.363 -0.552
H16 -2.410 1.800 -0.606
O9 -1.999 0.040 -3.612
H17 -2.248 0.277 -2.718
H18 -1.063 0.233 -3.659
O10 2.089 -2.015 1.011
H19 2.167 -1.361 1.706
H20 2.626 -2.748 1.311
O11 -1.722 -2.226 4.698
H21 -2.139 -2.727 3.996
H22 -0.843 -2.038 4.369
O12 1.829 2.244 1.018
H23 2.689 2.403 0.628
H24 1.487 3.117 1.211
O13 -0.357 -0.434 0.257
H25 0.201 0.336 0.370
H26 0.190 -1.169 0.532
O14 3.134 -2.577 -2.365
H27 2.849 -2.063 -1.610
H28 3.700 -3.255 -1.995
O15 1.103 -4.200 -0.319
H29 0.895 -3.817 -1.171
H30 1.130 -3.452 0.279

=====

# CH5NO2Si

2 unconnected molecules or ions with the total composition CH5NO2Si at a distorted geometry (ωB97M-V/def2-TZVPD, the OMol25 dataset).

## Properties
**Energy relative to the best compared isomer or geometry (same formula, charge and spin)**: 283.6 kJ/mol
**E_tot**: -535.65843 a.u.
**Gap between HOMO and LUMO (alpha / beta)**: 8.22 / 8.07 eV
**Max |F|**: 2.38 eV/Å

Geometry (Å):
C1 1.349 -0.557 0.170
N1 1.035 1.517 -1.033
O1 0.662 2.483 -0.499
O2 0.176 -1.188 -0.003
Si1 -1.402 -0.522 0.217
H1 1.866 -0.441 1.160
H2 1.780 -0.330 -0.744
H3 -1.061 0.771 0.618
H4 -2.166 -0.528 -1.008
H5 -2.240 -1.204 1.123

=====

# C4H5N3

C4H5N3 in the gas phase at a distorted geometry (ωB97M-V/def2-TZVPD, the OMol25 dataset).

## Properties
**Energy relative to the best compared isomer or geometry (same formula, charge and spin)**: 198.1 kJ/mol
**E_tot**: -319.63677 a.u.
**Gap between HOMO and LUMO**: 11.00 eV
**Max |F|**: 1.32 eV/Å
**SMILES**: CNC(C#N)C#N

Geometry (Å):
C1 -1.673 0.071 0.149
N1 -0.488 -0.571 -0.406
C2 0.781 -0.315 0.247
C3 1.826 -0.765 -0.688
N2 2.623 -1.127 -1.439
C4 1.100 1.087 0.655
N3 1.400 2.152 0.995
H1 -2.517 -0.496 -0.209
H2 -1.863 1.074 -0.245
H3 -1.633 0.123 1.242
H4 -0.387 -0.299 -1.378
H5 0.891 -0.934 1.148

=====

# C4H4MgO12

A molecular structure, C4H4MgO12 at a distorted geometry (ωB97M-V/def2-TZVPD, the OMol25 dataset).

## Properties
**Multiplicity**: 2
**Energy relative to the best compared isomer or geometry (same formula, charge and spin)**: 0.0 kJ/mol
**Charge**: -1
**E_tot**: -1258.07502 a.u.
**Gap between HOMO and LUMO (alpha / beta)**: 9.13 / 4.74 eV
**Max |F|**: 7.05 eV/Å

Geometry (Å):
Mg1 -0.414 0.194 0.320
O1 1.724 1.511 -3.113
C1 1.738 0.826 -1.983
O2 2.638 0.066 -1.747
O3 0.702 0.863 -1.270
H1 2.486 0.950 -3.277
O4 -0.817 1.863 3.749
C2 -0.812 1.255 2.569
O5 -0.192 1.739 1.652
O6 -1.367 0.221 2.371
H2 -0.251 2.592 3.484
O7 -3.819 -0.676 -1.223
C3 -2.587 -0.407 -0.754
O8 -1.767 -1.265 -0.402
O9 -2.143 0.709 -0.594
H3 -4.269 0.137 -0.983
O10 2.395 -2.372 -0.590
C4 1.706 -2.219 0.589
O11 0.903 -1.298 0.809
O12 1.859 -3.123 1.489
H4 2.288 -1.564 -1.098

=====

# C3H13N3O

A molecular structure, C3H13N3O at a distorted geometry (ωB97M-V/def2-TZVPD, the OMol25 dataset).

## Properties
**Energy relative to the best compared isomer or geometry (same formula, charge and spin)**: 657.5 kJ/mol
**E_tot**: -361.37404 a.u.
**Gap between HOMO and LUMO (alpha / beta)**: 7.74 / 6.74 eV
**Max |F|**: 2.65 eV/Å

Geometry (Å):
C1 -0.341 0.536 -1.760
N1 -0.169 -0.866 -1.630
N2 -0.829 -1.646 -0.784
N3 0.462 1.197 -2.728
H1 0.796 -1.169 -1.724
H2 -1.808 -1.353 -0.780
H3 -0.565 -1.434 0.589
H4 1.455 1.023 -2.640
H5 0.171 1.043 -3.686
H6 -0.010 0.983 -0.534
H7 -1.397 0.782 -1.850
C2 -0.515 -1.411 1.876
C3 0.899 1.366 1.829
O1 0.142 0.753 0.846
H8 1.970 1.107 1.803
H9 -0.935 -2.413 1.977
H10 -1.159 -0.676 2.338
H11 0.500 -1.358 2.249
H12 0.807 2.464 1.783
H13 0.527 1.074 2.827

=====

# C18H8Cl5N3O6PtSe

A molecular structure, C18H8Cl5N3O6PtSe (ωB97M-V/def2-TZVPD, the OMol25 dataset).

## Properties
**Energy relative to the best compared isomer or geometry (same formula, charge and spin)**: 0.0 kJ/mol
**Charge**: -2
**E_tot**: -6128.28630 a.u.
**Gap between HOMO and LUMO**: 6.44 eV
**Max |F|**: 0.39 eV/Å

Geometry (Å):
Pt1 -0.212 0.626 0.075
O1 3.892 0.152 -0.755
C1 2.681 -0.059 -0.788
O2 1.838 0.614 -0.104
C2 2.240 -1.197 -1.732
C3 0.937 -1.631 -1.945
C4 0.655 -2.678 -2.820
C5 1.670 -3.319 -3.501
C6 2.968 -2.876 -3.284
C7 3.267 -1.840 -2.422
N1 4.061 -3.542 -4.005
O3 5.200 -3.154 -3.825
O4 3.778 -4.464 -4.756
H1 0.103 -1.164 -1.435
H2 -0.377 -2.978 -2.952
H3 1.483 -4.134 -4.184
H4 4.282 -1.508 -2.266
O5 -2.709 -0.722 -1.460
C8 -3.040 -0.022 -0.521
C9 -4.486 0.158 -0.069
C10 -4.403 1.223 1.012
C11 -2.904 1.390 1.252
O6 -2.431 2.054 2.149
N2 -2.207 0.681 0.306
H5 -4.831 -0.804 0.315
H6 -5.104 0.415 -0.929
H7 -4.887 0.959 1.952
H8 -4.799 2.189 0.693
Cl1 -1.082 -2.444 1.241
C12 -0.423 -1.323 2.397
C13 -0.024 -0.062 1.957
C14 0.507 0.783 2.944
Cl2 1.002 2.377 2.505
C15 0.638 0.391 4.273
Cl3 1.317 1.462 5.452
C16 0.214 -0.874 4.670
Cl4 0.354 -1.368 6.325
C17 -0.324 -1.736 3.725
Cl5 -0.866 -3.308 4.213
Se1 -0.485 1.549 -2.308
C18 -0.231 3.320 -1.868
N3 -0.069 4.448 -1.665

=====

# C6H8O2

C6H8O2 in the gas phase (ωB97M-V/def2-TZVPD, the OMol25 dataset).

## Properties
**Energy relative to the best compared isomer or geometry (same formula, charge and spin)**: 143.6 kJ/mol
**E_tot**: -383.85541 a.u.
**Gap between HOMO and LUMO**: 10.40 eV
**Max |F|**: 0.63 eV/Å
**SMILES**: C=C(CC=O)CC=O

Geometry (Å):
C1 1.817 -0.163 0.871
C2 0.618 -0.049 0.299
C3 0.321 -0.667 -1.056
C4 0.394 0.350 -2.177
O1 0.887 0.122 -3.255
C5 -0.503 0.691 0.978
C6 -1.507 -0.254 1.635
O2 -1.988 -0.034 2.718
H1 2.620 -0.724 0.399
H2 2.016 0.290 1.844
H3 -0.703 -1.094 -1.054
H4 0.995 -1.488 -1.292
H5 -0.019 1.364 -1.945
H6 -0.116 1.374 1.742
H7 -1.071 1.293 0.241
H8 -1.755 -1.168 1.055

=====

# C4H7NO

2 unconnected molecules or ions with the total composition C4H7NO (ωB97M-V/def2-TZVPD, the OMol25 dataset).

## Properties
**Energy relative to the best compared isomer or geometry (same formula, charge and spin)**: 372.5 kJ/mol
**E_tot**: -286.48977 a.u.
**Gap between HOMO and LUMO**: 9.35 eV
**Max |F|**: 0.62 eV/Å

Geometry (Å):
C1 1.593 1.092 -0.047
C2 0.803 0.256 -1.011
C3 -1.135 -1.718 0.267
N1 -1.463 -0.572 0.714
C4 -1.586 0.607 1.024
O1 -0.155 0.647 -1.635
H1 2.527 1.398 -0.537
H2 1.017 1.972 0.243
H3 1.861 0.508 0.840
H4 1.153 -0.793 -1.126
H5 -1.057 -1.851 -0.808
H6 -0.956 -2.539 0.952
H7 -2.604 0.993 1.124

=====

# C4H5PS

A molecular structure, C4H5PS at a distorted geometry (ωB97M-V/def2-TZVPD, the OMol25 dataset).

## Properties
**Energy relative to the best compared isomer or geometry (same formula, charge and spin)**: 52.2 kJ/mol
**E_tot**: -894.87391 a.u.
**Gap between HOMO and LUMO**: 7.26 eV
**Max |F|**: 3.60 eV/Å

Geometry (Å):
C1 -0.455 -1.232 -0.190
C2 0.632 -0.515 -0.003
C3 -1.345 -0.066 -0.016
C4 -0.094 0.808 0.248
P1 2.459 -0.791 0.142
S1 3.239 0.997 -0.046
H1 -0.761 -2.165 -0.577
H2 -1.839 0.163 -0.960
H3 -2.166 -0.031 0.741
H4 0.044 1.433 1.203
H5 0.286 1.399 -0.541

=====

# C4H5NS

C4H5NS in the gas phase at a distorted geometry (ωB97M-V/def2-TZVPD, the OMol25 dataset).

## Properties
**Energy relative to the best compared isomer or geometry (same formula, charge and spin)**: 438.3 kJ/mol
**E_tot**: -608.18374 a.u.
**Gap between HOMO and LUMO**: 9.32 eV
**Max |F|**: 3.14 eV/Å
**SMILES**: SC[C@@H]1C2=N[C@H]21

Geometry (Å):
S1 -1.843 0.979 -0.112
C1 -0.372 0.071 0.193
C2 0.850 0.788 -0.093
C3 1.370 1.144 -1.606
N1 2.630 1.005 -1.307
C4 2.130 0.148 -0.356
H1 -1.182 1.775 -0.900
H2 -0.482 -0.143 1.225
H3 -0.485 -0.927 -0.285
H4 0.769 1.865 0.408
H5 2.357 -0.966 -0.356

=====

# C21H25N6OPdSe3Te

A molecular structure, C21H25N6OPdSe3Te at a distorted geometry (ωB97M-V/def2-TZVPD, the OMol25 dataset).

## Properties
**Energy relative to the best compared isomer or geometry (same formula, charge and spin)**: 24.7 kJ/mol
**Charge**: +1
**E_tot**: -8819.05117 a.u.
**Gap between HOMO and LUMO**: 6.66 eV
**Max |F|**: 1.20 eV/Å

Geometry (Å):
Pd1 1.544 -0.023 -1.076
C1 0.652 3.201 1.783
C2 1.132 2.046 0.963
N1 0.667 1.747 -0.205
N2 -0.366 2.570 -0.617
C3 -1.000 2.374 -1.733
O1 -0.881 1.410 -2.624
C4 -2.119 3.306 -2.022
C5 -2.320 4.443 -1.241
C6 -3.368 5.300 -1.523
C7 -4.228 5.028 -2.580
C8 -4.033 3.898 -3.358
C9 -2.981 3.040 -3.083
C10 2.205 1.200 1.550
C11 2.706 1.421 2.828
C12 3.707 0.592 3.309
C13 4.194 -0.424 2.506
C14 3.645 -0.582 1.245
N3 2.675 0.203 0.793
H1 -0.060 3.802 1.235
H2 0.175 2.837 2.697
H3 1.504 3.815 2.077
H4 -1.648 4.654 -0.421
H5 -3.514 6.184 -0.917
H6 -5.048 5.700 -2.794
H7 -4.701 3.682 -4.181
H8 -2.827 2.157 -3.686
H9 2.325 2.224 3.439
H10 4.107 0.746 4.302
H11 4.983 -1.081 2.841
H12 3.998 -1.348 0.565
Se1 3.374 0.979 -2.306
Se2 2.883 -1.249 -2.682
Te1 0.531 -0.049 -3.443
Se3 -0.954 -1.832 -3.471
C15 0.736 -5.260 0.432
C16 1.969 -4.387 0.342
N4 1.581 -2.998 0.108
C17 0.328 -2.490 0.251
N5 0.088 -1.270 -0.199
C18 -1.253 -0.707 -0.012
C19 -2.327 -1.765 0.121
C20 -1.914 -2.740 1.196
N6 -0.586 -3.257 0.884
C21 -0.242 -4.589 1.374
H13 1.002 -6.249 0.801
H14 0.275 -5.375 -0.551
H15 2.618 -4.701 -0.476
H16 2.544 -4.456 1.269
H17 2.173 -2.460 -0.500
H18 -1.478 -0.082 -0.872
H19 -1.255 -0.057 0.871
H20 -2.441 -2.294 -0.826
H21 -3.280 -1.298 0.367
H22 -2.597 -3.587 1.245
H23 -1.910 -2.262 2.182
H24 -1.168 -5.158 1.438
H25 0.177 -4.530 2.385

=====

Which value of max |F| does entry 3 give? 2.38 eV/Å

=====

max |F| of number 3 (CH5NO2Si)? 2.38 eV/Å